Computed, not measured: C42H84Cl4O26 as an isolated structure in a non-equilibrium geometry, with ωB97M-V with the def2-TZVPD basis set.

The calculation puts the LUMO energy at 0.39 eV. The total energy is -5446.8597 Ha.

Positions of all 156 atoms, in Å:
C (-10.739, 20.878, 10.614)
Cl (-11.772, 19.726, 11.527)
Cl (-9.748, 21.745, 11.674)
H (-10.045, 20.327, 9.979)
H (-11.428, 21.451, 9.993)
C (-9.075, 17.113, 12.012)
Cl (-10.376, 17.305, 13.225)
Cl (-8.649, 18.643, 11.197)
H (-8.169, 16.643, 12.394)
H (-9.358, 16.471, 11.178)
C (-13.355, 23.149, 7.228)
C (-14.107, 22.106, 6.405)
O (-13.272, 20.929, 6.483)
C (-13.424, 19.868, 5.591)
O (-14.123, 19.896, 4.565)
O (-12.721, 18.807, 6.043)
C (-11.761, 18.895, 7.090)
H (-13.967, 24.046, 7.126)
H (-12.402, 23.413, 6.770)
H (-13.253, 22.861, 8.274)
H (-14.303, 22.365, 5.364)
H (-14.887, 21.676, 7.032)
H (-11.126, 19.686, 6.688)
H (-11.233, 17.968, 7.312)
H (-12.257, 19.138, 8.029)
C (-15.431, 16.609, 8.314)
C (-15.073, 17.906, 7.507)
O (-14.062, 18.628, 8.197)
C (-14.299, 19.844, 8.635)
O (-15.156, 20.584, 8.199)
O (-13.455, 20.110, 9.700)
C (-13.444, 21.376, 10.246)
H (-16.269, 16.096, 7.843)
H (-15.615, 16.939, 9.336)
H (-14.652, 15.848, 8.267)
H (-16.032, 18.392, 7.332)
H (-14.579, 17.564, 6.598)
H (-14.386, 21.829, 10.554)
H (-13.218, 22.115, 9.477)
H (-12.738, 21.463, 11.072)
C (-11.709, 17.765, 9.735)
C (-12.463, 16.400, 9.689)
O (-12.649, 15.957, 10.944)
C (-13.944, 15.892, 11.437)
O (-15.046, 15.998, 10.770)
O (-13.925, 15.509, 12.677)
C (-12.849, 15.795, 13.520)
H (-11.475, 18.150, 8.742)
H (-10.822, 17.676, 10.362)
H (-12.251, 18.664, 10.030)
H (-11.840, 15.757, 9.068)
H (-13.350, 16.602, 9.088)
H (-13.133, 15.635, 14.560)
H (-12.418, 16.788, 13.390)
H (-12.166, 14.948, 13.451)
C (-12.572, 13.382, 16.882)
C (-13.298, 14.730, 16.644)
O (-12.553, 15.760, 17.287)
C (-12.124, 16.813, 16.651)
O (-11.890, 16.930, 15.437)
O (-11.929, 17.776, 17.450)
C (-11.325, 18.990, 17.126)
H (-11.539, 13.438, 16.541)
H (-13.129, 12.498, 16.571)
H (-12.473, 13.359, 17.967)
H (-14.352, 14.692, 16.920)
H (-13.335, 14.812, 15.558)
H (-11.283, 19.093, 16.042)
H (-10.343, 19.173, 17.560)
H (-12.172, 19.590, 17.461)
C (-15.010, 12.104, 17.477)
C (-15.857, 12.766, 16.344)
O (-15.164, 13.348, 15.236)
C (-14.526, 12.564, 14.332)
O (-14.719, 11.397, 14.011)
O (-13.599, 13.353, 13.786)
C (-12.770, 12.763, 12.837)
H (-15.700, 11.674, 18.203)
H (-14.444, 12.903, 17.955)
H (-14.410, 11.255, 17.152)
H (-16.345, 13.577, 16.885)
H (-16.717, 12.207, 15.973)
H (-13.218, 12.100, 12.097)
H (-11.953, 12.231, 13.322)
H (-12.273, 13.611, 12.364)
C (-8.740, 16.782, 16.060)
C (-9.348, 15.428, 15.716)
O (-9.366, 15.170, 14.323)
C (-10.343, 14.412, 13.750)
O (-11.204, 13.802, 14.347)
O (-10.069, 14.537, 12.369)
C (-10.907, 13.704, 11.525)
H (-7.652, 16.749, 16.124)
H (-9.212, 17.116, 16.983)
H (-9.164, 17.543, 15.404)
H (-10.360, 15.256, 16.082)
H (-8.762, 14.652, 16.207)
H (-11.955, 13.899, 11.755)
H (-10.572, 12.687, 11.725)
H (-10.745, 13.903, 10.465)
O (-15.072, 21.340, 12.911)
C (-14.456, 21.539, 13.966)
O (-13.322, 20.915, 14.558)
C (-12.575, 19.952, 13.698)
C (-12.918, 18.497, 14.107)
C (-15.092, 22.536, 14.858)
H (-11.501, 20.111, 13.790)
H (-12.902, 20.038, 12.661)
H (-13.867, 18.154, 13.696)
H (-12.889, 18.377, 15.190)
H (-12.174, 17.871, 13.614)
H (-14.662, 23.513, 14.635)
H (-14.866, 22.276, 15.892)
H (-16.162, 22.686, 14.717)
O (-15.826, 16.764, 16.677)
C (-16.065, 16.261, 15.593)
O (-17.298, 15.963, 15.059)
C (-18.442, 16.512, 15.730)
C (-19.754, 15.844, 15.242)
C (-14.935, 16.076, 14.566)
H (-18.594, 17.556, 15.455)
H (-18.330, 16.505, 16.814)
H (-19.707, 15.944, 14.158)
H (-20.618, 16.338, 15.687)
H (-19.617, 14.805, 15.541)
H (-15.505, 16.355, 13.680)
H (-14.804, 15.026, 14.303)
H (-14.047, 16.669, 14.786)
O (-7.864, 16.650, 7.100)
C (-8.991, 16.198, 7.388)
O (-9.810, 15.555, 6.451)
C (-9.455, 15.623, 5.080)
C (-8.901, 14.340, 4.507)
C (-9.589, 16.129, 8.775)
H (-8.840, 16.481, 4.810)
H (-10.363, 15.815, 4.507)
H (-9.504, 13.553, 4.961)
H (-7.828, 14.239, 4.669)
H (-9.115, 14.120, 3.461)
H (-9.252, 17.111, 9.108)
H (-9.237, 15.391, 9.496)
H (-10.663, 16.041, 8.611)
O (-16.452, 18.320, 14.584)
C (-17.082, 18.950, 13.799)
O (-17.101, 18.824, 12.481)
C (-16.251, 17.858, 11.773)
C (-14.925, 18.449, 11.263)
C (-18.037, 20.039, 14.274)
H (-16.818, 17.366, 10.982)
H (-15.963, 16.987, 12.362)
H (-14.363, 17.851, 10.545)
H (-14.163, 18.579, 12.031)
H (-15.309, 19.376, 10.837)
H (-18.226, 19.816, 15.324)
H (-19.024, 20.015, 13.813)
H (-17.521, 20.999, 14.302)

Computed, not measured: a 7-piece molecular cluster, C42H84Cl6N4O4 overall in a non-equilibrium geometry, with ωB97M-V with the def2-TZVPD basis set.

The spin multiplicity is 5. The calculation puts the LUMO energy (alpha / beta) at 0.44 / -0.13 eV. The expectation value of S² is 6.02. The total energy is -4931.5153 Ha.

Positions of all 140 atoms, in Å:
C (-4.024, 27.994, -2.032)
C (-4.203, 26.472, -2.249)
C (-2.757, 25.925, -2.298)
C (-2.629, 24.398, -2.234)
C (-3.504, 23.931, -1.072)
C (-4.948, 24.407, -1.144)
N (-4.972, 25.855, -1.145)
O (-6.239, 26.383, -1.029)
C (-5.720, 23.661, -2.248)
C (-5.456, 23.906, 0.254)
C (-4.817, 26.367, -3.650)
H (-4.842, 28.499, -2.545)
H (-3.114, 28.430, -2.446)
H (-3.976, 28.166, -0.956)
H (-2.187, 26.183, -3.193)
H (-2.155, 26.359, -1.496)
H (-1.624, 24.102, -1.932)
H (-2.966, 23.869, -3.126)
H (-3.064, 24.362, -0.167)
H (-3.335, 22.870, -0.883)
H (-6.492, 24.299, -2.679)
H (-5.098, 23.355, -3.092)
H (-6.093, 22.705, -1.883)
H (-4.923, 24.486, 1.008)
H (-6.526, 24.047, 0.391)
H (-5.222, 22.851, 0.392)
H (-5.804, 26.797, -3.815)
H (-4.836, 25.353, -4.054)
H (-4.174, 26.847, -4.392)
C (-8.043, 15.090, -7.556)
C (-7.708, 16.490, -8.133)
C (-8.982, 16.837, -8.999)
C (-10.046, 17.488, -8.121)
C (-9.473, 18.603, -7.308)
C (-8.316, 18.197, -6.353)
N (-7.295, 17.469, -7.096)
O (-6.217, 17.125, -6.367)
C (-7.832, 19.530, -5.812)
C (-8.870, 17.412, -5.165)
C (-6.535, 16.290, -9.109)
H (-7.371, 14.785, -6.752)
H (-8.003, 14.311, -8.315)
H (-9.015, 15.196, -7.075)
H (-8.697, 17.562, -9.767)
H (-9.407, 15.996, -9.545)
H (-10.428, 16.829, -7.336)
H (-10.900, 17.774, -8.735)
H (-10.314, 19.034, -6.761)
H (-9.182, 19.411, -7.986)
H (-7.055, 19.450, -5.051)
H (-7.381, 20.125, -6.609)
H (-8.651, 20.127, -5.410)
H (-8.044, 17.221, -4.476)
H (-9.627, 17.895, -4.546)
H (-9.277, 16.420, -5.363)
H (-6.948, 15.671, -9.906)
H (-5.684, 15.800, -8.638)
H (-6.224, 17.262, -9.494)
C (-6.339, 25.972, -7.666)
C (-7.469, 25.498, -8.617)
C (-6.549, 25.142, -9.885)
C (-7.276, 24.234, -10.871)
C (-8.004, 23.084, -10.178)
C (-8.998, 23.554, -9.084)
N (-8.233, 24.349, -8.111)
O (-8.870, 24.552, -6.931)
C (-10.210, 24.261, -9.714)
C (-9.515, 22.234, -8.458)
C (-8.375, 26.680, -9.009)
H (-5.776, 25.130, -7.265)
H (-6.891, 26.456, -6.856)
H (-5.653, 26.712, -8.072)
H (-6.265, 26.110, -10.295)
H (-5.654, 24.618, -9.547)
H (-6.507, 23.837, -11.539)
H (-7.879, 24.752, -11.622)
H (-7.228, 22.343, -9.986)
H (-8.586, 22.724, -11.030)
H (-10.911, 24.514, -8.920)
H (-10.002, 25.078, -10.400)
H (-10.776, 23.515, -10.277)
H (-10.363, 22.431, -7.801)
H (-9.811, 21.488, -9.195)
H (-8.697, 21.820, -7.866)
H (-7.829, 27.623, -8.978)
H (-9.227, 26.786, -8.337)
H (-8.738, 26.521, -10.023)
C (-7.718, 20.477, -0.826)
C (-8.274, 19.494, 0.198)
C (-8.414, 18.186, -0.690)
C (-8.603, 16.865, 0.102)
C (-7.470, 16.745, 1.053)
C (-7.370, 17.932, 2.041)
N (-7.318, 19.217, 1.278)
O (-7.018, 20.268, 2.116)
C (-8.471, 17.884, 3.090)
C (-6.012, 17.691, 2.801)
C (-9.671, 19.883, 0.682)
H (-8.501, 20.668, -1.564)
H (-6.886, 20.134, -1.442)
H (-7.432, 21.454, -0.433)
H (-9.241, 18.287, -1.392)
H (-7.474, 17.965, -1.199)
H (-8.549, 16.090, -0.666)
H (-9.628, 16.823, 0.473)
H (-6.500, 16.679, 0.558)
H (-7.563, 15.860, 1.686)
H (-8.516, 16.895, 3.547)
H (-8.448, 18.704, 3.806)
H (-9.448, 18.017, 2.620)
H (-5.252, 18.267, 2.269)
H (-5.996, 18.214, 3.758)
H (-5.746, 16.645, 2.937)
H (-9.719, 20.675, 1.430)
H (-10.335, 19.118, 1.086)
H (-10.190, 20.266, -0.199)
Cl (-12.234, 25.422, 1.507)
C (-11.346, 25.516, -0.037)
C (-9.848, 25.404, 0.140)
Cl (-9.293, 23.844, 0.894)
H (-11.656, 26.439, -0.531)
H (-11.777, 24.811, -0.749)
H (-9.495, 26.223, 0.763)
H (-9.429, 25.444, -0.862)
Cl (-12.958, 26.086, -3.793)
C (-14.034, 26.512, -5.207)
C (-13.279, 26.316, -6.544)
Cl (-12.682, 24.665, -6.785)
H (-14.515, 27.476, -5.056)
H (-14.824, 25.768, -5.111)
H (-12.419, 26.982, -6.518)
H (-13.983, 26.594, -7.326)
Cl (-10.760, 21.522, -3.963)
C (-10.602, 23.289, -3.902)
C (-9.213, 23.604, -3.344)
Cl (-9.004, 25.355, -3.465)
H (-11.420, 23.783, -3.383)
H (-10.646, 23.644, -4.931)
H (-8.436, 23.112, -3.924)
H (-9.111, 23.367, -2.285)

Computed, not measured: C42H84Mg2O51P2V as an isolated structure in a non-equilibrium geometry, with ωB97M-V with the def2-TZVPD basis set.

The spin multiplicity is 2. The calculation puts the LUMO energy at 0.08 eV. The expectation value of S² is 0.77. The total energy is -7515.1409 Ha.

Positions of all 182 atoms, in Å:
O (19.755, 9.314, 5.152)
V (18.991, 7.995, 4.730)
Mg (13.308, 5.410, 1.560)
Mg (16.710, 5.535, 2.786)
P (18.560, 7.102, 2.571)
O (17.742, 6.222, 1.580)
O (17.731, 6.667, 3.765)
O (18.351, 8.583, 2.885)
O (19.877, 6.878, 3.255)
P (14.356, 4.760, 3.402)
O (15.710, 4.831, 4.136)
O (13.735, 3.776, 2.360)
O (15.024, 5.447, 2.221)
O (13.384, 5.950, 3.384)
C (21.175, 2.660, 7.253)
O (19.776, 2.602, 7.188)
C (19.232, 2.223, 6.097)
O (19.687, 2.356, 4.960)
O (18.043, 1.887, 6.474)
C (17.031, 1.365, 5.593)
H (21.529, 1.629, 7.254)
H (21.394, 3.193, 8.178)
H (21.560, 3.249, 6.421)
H (16.367, 0.795, 6.243)
H (17.425, 0.631, 4.889)
H (16.441, 2.206, 5.229)
C (18.624, 3.308, -2.972)
O (19.767, 3.582, -3.766)
C (20.260, 2.598, -4.579)
O (19.790, 1.446, -4.611)
O (21.316, 3.044, -5.278)
C (22.214, 2.126, -5.900)
H (18.866, 3.241, -1.911)
H (18.050, 2.422, -3.242)
H (17.965, 4.157, -3.156)
H (21.840, 1.775, -6.861)
H (22.245, 1.326, -5.161)
H (23.090, 2.758, -6.046)
C (20.023, 3.832, 1.904)
O (19.241, 2.812, 1.497)
C (18.002, 2.752, 1.857)
O (17.361, 3.697, 2.308)
O (17.524, 1.540, 1.527)
C (16.141, 1.159, 1.699)
H (19.988, 4.187, 2.934)
H (19.866, 4.719, 1.290)
H (21.035, 3.497, 1.678)
H (15.884, 0.393, 0.967)
H (15.473, 1.995, 1.492)
H (16.009, 0.734, 2.694)
C (19.728, 10.340, 0.448)
O (20.749, 10.194, -0.583)
C (21.671, 11.105, -0.886)
O (21.646, 12.253, -0.447)
O (22.646, 10.663, -1.729)
C (22.647, 9.413, -2.407)
H (20.059, 10.396, 1.485)
H (19.149, 9.420, 0.525)
H (19.062, 11.202, 0.438)
H (22.870, 8.735, -1.583)
H (23.445, 9.263, -3.134)
H (21.611, 9.165, -2.640)
C (16.685, 12.025, 3.133)
O (16.354, 13.310, 2.758)
C (17.289, 14.295, 3.133)
O (18.342, 14.056, 3.674)
O (16.815, 15.421, 2.659)
C (17.566, 16.593, 2.708)
H (15.940, 11.237, 3.031)
H (16.948, 11.902, 4.184)
H (17.596, 11.851, 2.561)
H (18.487, 16.487, 2.136)
H (17.773, 16.815, 3.755)
H (16.958, 17.454, 2.429)
C (22.428, 11.295, 5.747)
O (21.991, 11.802, 7.045)
C (21.319, 11.022, 7.991)
O (21.040, 9.805, 7.832)
O (21.108, 11.870, 8.961)
C (20.403, 11.388, 10.081)
H (21.593, 11.238, 5.048)
H (22.925, 10.326, 5.779)
H (23.070, 12.060, 5.308)
H (21.150, 11.323, 10.871)
H (19.899, 10.433, 9.935)
H (19.705, 12.194, 10.307)
C (23.406, 3.754, 2.545)
O (24.320, 2.954, 3.322)
C (25.273, 2.064, 2.767)
O (25.914, 1.264, 3.384)
O (25.459, 2.336, 1.492)
C (26.481, 1.692, 0.721)
H (22.455, 3.858, 3.067)
H (23.260, 3.389, 1.528)
H (23.767, 4.780, 2.474)
H (27.464, 2.071, 1.002)
H (26.152, 1.933, -0.290)
H (26.611, 0.611, 0.775)
C (24.324, 6.487, 6.349)
O (24.411, 6.914, 5.023)
C (23.404, 7.610, 4.413)
O (22.406, 8.038, 5.040)
O (23.713, 7.679, 3.142)
C (22.784, 8.145, 2.137)
H (23.710, 5.587, 6.363)
H (23.722, 7.196, 6.917)
H (25.345, 6.436, 6.728)
H (22.463, 7.241, 1.618)
H (23.332, 8.663, 1.351)
H (21.986, 8.787, 2.509)
C (16.996, 4.973, 6.955)
O (18.153, 5.005, 7.862)
C (19.130, 5.911, 7.563)
O (19.223, 6.659, 6.601)
O (20.145, 5.606, 8.424)
C (21.404, 6.242, 8.403)
H (16.540, 3.986, 7.030)
H (17.221, 5.029, 5.890)
H (16.281, 5.671, 7.391)
H (22.100, 5.608, 8.952)
H (21.264, 7.221, 8.860)
H (21.808, 6.401, 7.403)
C (19.692, 6.969, -1.345)
O (21.013, 6.757, -1.802)
C (21.690, 5.653, -1.532)
O (21.268, 4.641, -1.080)
O (22.910, 5.861, -2.088)
C (23.752, 4.774, -2.223)
H (18.969, 6.281, -1.784)
H (19.372, 7.990, -1.549)
H (19.828, 6.864, -0.269)
H (23.338, 4.223, -3.067)
H (23.648, 4.164, -1.326)
H (24.777, 5.060, -2.460)
C (15.372, 9.032, 1.306)
O (14.077, 9.416, 1.693)
C (13.058, 8.519, 1.372)
O (13.188, 7.354, 1.021)
O (11.956, 9.203, 1.568)
C (10.685, 8.860, 1.084)
H (15.749, 9.828, 0.664)
H (15.450, 8.029, 0.886)
H (16.011, 9.069, 2.187)
H (10.527, 7.794, 1.252)
H (10.688, 9.136, 0.030)
H (9.873, 9.439, 1.523)
C (18.011, 10.591, 7.647)
O (16.643, 10.250, 7.177)
C (16.425, 9.228, 6.274)
O (17.254, 8.428, 5.955)
O (15.171, 9.290, 5.945)
C (14.721, 8.243, 5.060)
H (18.483, 9.732, 8.126)
H (17.901, 11.439, 8.323)
H (18.648, 11.005, 6.865)
H (15.414, 8.266, 4.220)
H (13.836, 8.615, 4.543)
H (14.505, 7.225, 5.385)
C (16.468, 9.106, -1.956)
O (16.098, 8.107, -2.923)
C (15.428, 8.492, -4.060)
O (15.158, 9.619, -4.409)
O (14.964, 7.323, -4.708)
C (13.996, 7.463, -5.738)
H (16.862, 8.733, -1.011)
H (15.500, 9.536, -1.699)
H (17.038, 9.956, -2.333)
H (13.793, 8.450, -6.153)
H (13.101, 7.000, -5.324)
H (14.312, 6.889, -6.609)
C (13.072, 1.659, -1.828)
O (12.750, 2.932, -1.196)
C (13.737, 3.810, -0.830)
O (13.547, 4.979, -0.402)
O (14.988, 3.322, -1.125)
C (16.115, 4.217, -0.914)
H (12.198, 1.008, -1.835)
H (13.823, 1.093, -1.277)
H (13.500, 1.885, -2.804)
H (16.167, 5.014, -1.656)
H (17.029, 3.637, -1.041)
H (16.118, 4.596, 0.108)